Record 1
C34H53F6N3O12P | wB97M-V/def2-TZVPD

## Properties
charge	-1
gap between HOMO and LUMO	0.3053	Ha
ΔE to the lowest compared entry with this formula, charge and spin	3.487	eV

Bonds (Å) are listed after each position.
Cartesian coordinates (Å):
1 P -0.48899 -0.22942 -0.35162  F2 1.620, F3 1.654, F4 1.634, F5 1.612, F6 1.620, F7 1.605
2 F -0.32017 1.31550 -0.80893  P1 1.620
3 F -0.49917 0.29015 1.21911  P1 1.654
4 F -2.11241 -0.07272 -0.44362  P1 1.634
5 F -0.66283 -1.72222 0.23139  P1 1.612
6 F -0.54195 -0.81016 -1.86354  P1 1.620
7 F 1.09698 -0.36023 -0.14452  P1 1.605
8 O 3.14863 -8.95004 1.62882  C9 1.226
9 C 3.42666 -7.91800 1.02798  O8 1.226, O10 1.345, C13 1.525
10 O 3.91411 -7.89969 -0.22549  C9 1.345, C11 1.409
11 C 4.30263 -6.59941 -0.60519  O10 1.409, C12 1.513, H14 1.090, H15 1.090
12 C 4.23089 -5.73730 0.63565  C11 1.513, C13 1.523, H16 1.090, H17 1.090
13 C 3.21686 -6.48150 1.49391  C9 1.525, C12 1.523, H18 1.090, H19 1.090
14 H 3.57130 -6.33167 -1.36781  C11 1.090
15 H 5.24260 -6.62408 -1.15650  C11 1.090
16 H 4.00860 -4.71585 0.32689  C12 1.090
17 H 5.21069 -5.53303 1.06735  C12 1.090
18 H 2.21588 -6.10165 1.28931  C13 1.090
19 H 3.53537 -6.40427 2.53347  C13 1.090
20 O -5.10106 3.52769 -8.01471  C21 1.257
21 C -4.20810 3.79104 -7.17031  O20 1.257, O22 1.369, C25 1.568
22 O -3.09085 3.00955 -7.04735  C21 1.369, C23 1.403
23 C -2.19502 3.67021 -6.19262  O22 1.403, C24 1.550, H26 1.090, H27 1.090
24 C -2.94200 4.76987 -5.39645  C23 1.550, C25 1.506, H28 1.090, H29 1.090
25 C -4.17755 5.03452 -6.21535  C21 1.568, C24 1.506, H30 1.090, H31 1.090
26 H -1.58433 4.06355 -7.00529  C23 1.090
27 H -1.58645 2.95576 -5.63826  C23 1.090
28 H -2.37827 5.70260 -5.37833  C24 1.090
29 H -3.26793 4.56623 -4.37645  C24 1.090
30 H -3.98830 5.88770 -6.86679  C25 1.090
31 H -5.07671 5.14244 -5.60875  C25 1.090
32 O 2.62537 6.19983 -2.97755  C33 1.251
33 C 2.61825 6.24936 -1.72748  O32 1.251, O34 1.390, C37 1.487
34 O 1.81146 7.10645 -0.98880  C33 1.390, C35 1.453
35 C 1.92224 6.84715 0.43689  O34 1.453, C36 1.534, H38 1.090, H39 1.090
36 C 3.27529 6.12762 0.50267  C35 1.534, C37 1.511, H40 1.090, H41 1.090
37 C 3.39122 5.37653 -0.80379  C33 1.487, C36 1.511, H42 1.090, H43 1.090
38 H 1.05076 6.27294 0.75138  C35 1.090
39 H 1.96124 7.77390 1.00936  C35 1.090
40 H 3.36836 5.60563 1.45502  C36 1.090
41 H 4.07165 6.87156 0.48108  C36 1.090
42 H 3.02741 4.35083 -0.86445  C37 1.090
43 H 4.46440 5.35329 -0.99311  C37 1.090
44 O -7.92897 -2.21583 2.89588  C45 1.210
45 C -7.30224 -3.24851 2.83469  O44 1.210, O46 1.357, C49 1.561
46 O -7.93998 -4.43815 2.69814  C45 1.357, C47 1.392
47 C -7.04728 -5.48896 2.50761  O46 1.392, C48 1.577, H50 1.090, H51 1.090
48 C -5.65232 -4.95734 3.01660  C47 1.577, C49 1.522, H52 1.090, H53 1.090
49 C -5.75838 -3.46227 2.75452  C45 1.561, C48 1.522, H54 1.090, H55 1.090
50 H -7.06072 -5.67251 1.43326  C47 1.090
51 H -7.41678 -6.27290 3.16866  C47 1.090
52 H -4.78027 -5.31206 2.46724  C48 1.090
53 H -5.56106 -5.23632 4.06634  C48 1.090
54 H -5.45601 -3.18653 1.74426  C49 1.090
55 H -5.25229 -2.87159 3.51811  C49 1.090
56 O 2.53673 0.39770 -9.17961  C57 1.250
57 C 2.37046 -0.56011 -8.39393  O56 1.250, O58 1.330, C61 1.504
58 O 1.41912 -1.47506 -8.55470  C57 1.330, C59 1.444
59 C 1.38541 -2.40562 -7.45109  O58 1.444, C60 1.592, H62 1.090, H63 1.090
60 C 2.73625 -2.06825 -6.67950  C59 1.592, C61 1.505, H64 1.090, H65 1.090
61 C 3.21069 -0.72291 -7.15762  C57 1.504, C60 1.505, H66 1.090, H67 1.090
62 H 1.31852 -3.45322 -7.74462  C59 1.090
63 H 0.54755 -1.99427 -6.88818  C59 1.090
64 H 3.42547 -2.90106 -6.81914  C60 1.090
65 H 2.50788 -2.00711 -5.61545  C60 1.090
66 H 4.28654 -0.68873 -7.32931  C61 1.090
67 H 3.12077 0.10399 -6.45317  C61 1.090
68 C -7.68170 -0.34942 -2.77965  O69 1.428, H70 1.090, H71 1.090, H72 1.090
69 O -6.79074 -1.46429 -2.73939  C68 1.428, H73 0.960
70 H -7.21886 0.59032 -3.08093  C68 1.090
71 H -8.51234 -0.66393 -3.41149  C68 1.090
72 H -8.20705 -0.27662 -1.82739  C68 1.090
73 H -5.91857 -1.11260 -2.54644  O69 0.960
74 C -6.21296 3.18918 1.67169  O75 1.404, H76 1.090, H77 1.090, H78 1.090
75 O -7.43208 3.41168 2.33198  C74 1.404, H79 0.960
76 H -5.74408 2.29776 2.08838  C74 1.090
77 H -6.32281 3.07080 0.59372  C74 1.090
78 H -5.49548 3.98164 1.88459  C74 1.090
79 H -7.61366 4.35406 2.35537  O75 0.960
80 N 0.03305 -2.32838 6.03172  C81 1.399, C84 1.380, H85 1.010
81 C -0.83136 -2.38530 7.13014  N80 1.399, C82 1.420, H86 1.080
82 C -0.08285 -2.79690 8.26437  C81 1.420, C83 1.379, H87 1.080
83 C 1.23742 -2.83029 7.86829  C82 1.379, C84 1.395, H88 1.080
84 C 1.31339 -2.41921 6.53720  N80 1.380, C83 1.395, H89 1.080
85 H -0.17073 -2.13393 5.06179  N80 1.010
86 H -1.89333 -2.21247 7.03651  C81 1.080
87 H -0.46975 -2.92099 9.26503  C82 1.080
88 H 2.04984 -3.11891 8.51872  C83 1.080
89 H 2.07086 -2.25048 5.78609  C84 1.080
90 N 9.44132 -0.51307 -0.93990  C91 1.345, C94 1.366, H95 1.010
91 C 8.12313 -0.65256 -1.17032  N90 1.345, C92 1.363, H96 1.080
92 C 7.91775 -1.48063 -2.23342  C91 1.363, C93 1.381, H97 1.080
93 C 9.17319 -1.97570 -2.52771  C92 1.381, C94 1.410, H98 1.080
94 C 10.15623 -1.39164 -1.70258  N90 1.366, C93 1.410, H99 1.080
95 H 9.86292 0.14976 -0.30507  N90 1.010
96 H 7.44081 -0.06912 -0.56996  C91 1.080
97 H 7.01432 -1.73126 -2.76952  C92 1.080
98 H 9.40803 -2.73657 -3.25732  C93 1.080
99 H 11.23272 -1.47851 -1.70646  C94 1.080
100 N -0.19747 5.19805 8.89278  C101 1.367, C104 1.358, H105 1.010
101 C -0.42182 5.32667 7.55031  N100 1.367, C102 1.361, H106 1.080
102 C 0.12543 4.29429 6.85218  C101 1.361, C103 1.405, H107 1.080
103 C 0.89028 3.60012 7.80430  C102 1.405, C104 1.376, H108 1.080
104 C 0.58976 4.10250 9.04968  N100 1.358, C103 1.376, H109 1.080
105 H -0.52098 5.77624 9.65510  N100 1.010
106 H -0.98401 6.15512 7.14532  C101 1.080
107 H 0.02296 4.02694 5.81082  C102 1.080
108 H 1.52178 2.73812 7.64754  C103 1.080
109 H 0.90187 3.79623 10.03719  C104 1.080

***

Record 2
C34H54BrClN2O16P | wB97M-V/def2-TZVPD

## Properties
charge	+1
gap between HOMO and LUMO	0.2896	Ha

Bonds (Å) are listed after each position.
Cartesian coordinates (Å):
1 C 6.21050 3.89574 0.23182  C2 1.574, H26 1.117, H27 1.111, H28 1.112
2 C 5.36940 2.63268 -0.18658  C1 1.574, O3 1.452, H29 1.112, H30 1.109
3 O 5.12376 1.79547 0.97371  C2 1.452, C4 1.434
4 C 4.94399 0.43400 0.55981  O3 1.434, C5 1.584, H31 1.121, H32 1.117
5 C 4.20984 -0.28517 1.76507  C4 1.584, C6 1.583, H33 1.118, H34 1.112
6 C 3.07049 -1.26700 1.27216  C5 1.583, C7 1.598, H35 1.119, H36 1.107
7 C 1.64881 -0.54290 1.18379  C6 1.598, C8 1.565, H37 1.124, H38 1.123
8 C 1.76390 0.96443 0.77707  C7 1.565, C9 1.560, H39 1.113, H40 1.120
9 C 0.40260 1.69492 0.55948  C8 1.560, C10 1.562, N25 1.506, H41 1.123
10 C -0.47220 1.39270 -0.69820  C9 1.562, C11 1.617, H42 1.123, H43 1.112
11 C -1.83195 2.24897 -0.51458  C10 1.617, C12 1.592, N16 1.471, C19 1.603
12 C -2.94254 1.23269 -1.03328  C11 1.592, C13 1.557, H44 1.120, H45 1.112
13 C -3.22024 1.39252 -2.55670  C12 1.557, O14 1.200, Br15 1.950
14 O -4.09701 2.14149 -2.88751  C13 1.200
15 Br -2.22830 0.48589 -3.96931  C13 1.950
16 N -1.53711 3.42094 -1.35335  C11 1.471, C17 1.253
17 C -2.47263 4.25463 -1.34102  N16 1.253, O18 1.161
18 O -3.47608 4.83735 -1.38157  C17 1.161
19 C -1.75887 2.43656 1.07529  C11 1.603, Cl20 1.822, P21 1.880, N25 1.511
20 Cl -1.32473 4.09013 1.70413  C19 1.822
21 P -3.25697 1.95154 2.10286  C19 1.880, O22 1.489, O23 1.659, O24 1.664
22 O -3.43068 0.47591 2.20509  P21 1.489
23 O -4.56741 2.78843 1.52451  P21 1.659, H46 0.978
24 O -2.97279 2.52418 3.63872  P21 1.664, H47 0.972
25 N -0.64156 1.58998 1.63912  C9 1.506, C19 1.511, H48 1.030, H49 1.033
26 H 6.27856 4.59770 -0.63435  C1 1.117
27 H 5.71564 4.41769 1.07889  C1 1.111
28 H 7.22710 3.56127 0.53378  C1 1.112
29 H 5.88143 2.05364 -0.98643  C2 1.112
30 H 4.37315 3.01045 -0.49512  C2 1.109
31 H 5.97630 0.01323 0.43740  C4 1.121
32 H 4.33306 0.35511 -0.37217  C4 1.117
33 H 3.81661 0.44495 2.51426  C5 1.118
34 H 4.97435 -0.88278 2.30765  C5 1.112
35 H 3.33302 -1.76883 0.30659  C6 1.119
36 H 2.97074 -2.04856 2.05029  C6 1.107
37 H 1.17727 -0.70122 2.19186  C7 1.124
38 H 1.06048 -1.15620 0.44934  C7 1.123
39 H 2.37765 1.05562 -0.14697  C8 1.113
40 H 2.30843 1.53953 1.56950  C8 1.120
41 H 0.73157 2.75130 0.36619  C9 1.123
42 H -0.58277 0.27564 -0.65159  C10 1.123
43 H 0.05850 1.52021 -1.66742  C10 1.112
44 H -3.92680 1.38086 -0.51915  C12 1.120
45 H -2.66418 0.17346 -0.84084  C12 1.112
46 H -4.20357 3.41236 0.86527  O23 0.978
47 H -3.62077 3.21363 3.86329  O24 0.972
48 H -0.20762 2.02503 2.46573  N25 1.030
49 H -0.88677 0.62437 1.91388  N25 1.033
50 O -9.99481 2.60698 -5.29051  C51 1.195
51 C -8.99787 2.22742 -4.75253  O50 1.195, O52 1.361, C55 1.510
52 O -7.74526 2.52648 -5.19193  C51 1.361, C53 1.437
53 C -6.77541 1.82880 -4.39413  O52 1.437, C54 1.516, H56 1.094, H57 1.086
54 C -7.48337 1.51460 -3.09084  C53 1.516, C55 1.521, H58 1.090, H59 1.093
55 C -8.92360 1.32804 -3.54154  C51 1.510, C54 1.521, H60 1.092, H61 1.087
56 H -6.46897 0.92509 -4.92984  C53 1.094
57 H -5.90509 2.46076 -4.24397  C53 1.086
58 H -7.06812 0.64964 -2.57310  C54 1.090
59 H -7.41776 2.37312 -2.41737  C54 1.093
60 H -9.12442 0.30057 -3.85061  C55 1.092
61 H -9.63152 1.64271 -2.77842  C55 1.087
62 O 4.00795 -2.12252 3.73586  C63 1.204
63 C 3.67098 -2.81490 4.66172  O62 1.204, O64 1.352, C67 1.509
64 O 2.40967 -3.27448 4.82547  C63 1.352, C65 1.442
65 C 2.31019 -3.97674 6.08064  O64 1.442, C66 1.513, H68 1.093, H69 1.088
66 C 3.72697 -4.38770 6.41541  C65 1.513, C67 1.520, H70 1.088, H71 1.091
67 C 4.54407 -3.25694 5.81078  C63 1.509, C66 1.520, H72 1.092, H73 1.088
68 H 1.88547 -3.29880 6.82570  C65 1.093
69 H 1.65015 -4.83495 5.96984  C65 1.088
70 H 3.89216 -4.52835 7.48166  C66 1.088
71 H 3.96840 -5.32538 5.91230  C66 1.091
72 H 4.66574 -2.42315 6.50556  C67 1.092
73 H 5.51246 -3.60147 5.45461  C67 1.088
74 O 2.31362 -7.09452 7.72650  C75 1.200
75 C 3.31836 -7.49152 8.24875  O74 1.200, O76 1.362, C79 1.509
76 O 4.57246 -7.21211 7.79674  C75 1.362, C77 1.439
77 C 5.53607 -7.93063 8.58791  O76 1.439, C78 1.514, H80 1.093, H81 1.089
78 C 4.83461 -8.23632 9.89469  C77 1.514, C79 1.519, H82 1.089, H83 1.093
79 C 3.38892 -8.39598 9.45521  C75 1.509, C78 1.519, H84 1.092, H85 1.088
80 H 5.82143 -8.83697 8.04813  C77 1.093
81 H 6.42132 -7.31278 8.73214  C77 1.089
82 H 5.23892 -9.10926 10.40565  C78 1.089
83 H 4.92033 -7.38190 10.57048  C78 1.093
84 H 3.16686 -9.41854 9.14425  C79 1.092
85 H 2.69389 -8.07150 10.22616  C79 1.088
86 O -4.11879 1.26620 -10.10258  C87 1.197
87 C -5.09492 1.80131 -9.66148  O86 1.197, O88 1.357, C91 1.511
88 O -5.83340 2.70725 -10.35057  C87 1.357, C89 1.438
89 C -6.86534 3.23656 -9.50031  O88 1.438, C90 1.515, H92 1.093, H93 1.089
90 C -7.05674 2.19809 -8.41458  C89 1.515, C91 1.519, H94 1.088, H95 1.093
91 C -5.66032 1.61753 -8.27225  C87 1.511, C90 1.519, H96 1.092, H97 1.088
92 H -6.52871 4.19753 -9.10227  C89 1.093
93 H -7.77225 3.39539 -10.08172  C89 1.089
94 H -7.45750 2.61035 -7.49147  C90 1.088
95 H -7.74301 1.42170 -8.76226  C90 1.093
96 H -5.05271 2.18541 -7.56386  C91 1.092
97 H -5.68459 0.56491 -7.99759  C91 1.088
98 O 4.31326 3.27162 -2.55354  C99 1.196
99 C 3.64307 2.44777 -3.10342  O98 1.196, O100 1.363, C103 1.510
100 O 2.29169 2.54065 -3.25351  C99 1.363, C101 1.438
101 C 1.79453 1.33606 -3.86082  O100 1.438, C102 1.514, H104 1.095, H105 1.090
102 C 2.98269 0.72464 -4.57288  C101 1.514, C103 1.520, H106 1.090, H107 1.092
103 C 4.14255 1.14801 -3.68666  C99 1.510, C102 1.520, H108 1.093, H109 1.087
104 H 1.40540 0.68268 -3.07329  C101 1.095
105 H 0.98482 1.58247 -4.54755  C101 1.090
106 H 2.89799 -0.35383 -4.70299  C102 1.090
107 H 3.09344 1.17442 -5.56188  C102 1.092
108 H 4.31714 0.43846 -2.87406  C103 1.093
109 H 5.05325 1.30346 -4.26030  C103 1.087

***

For each record above, in turn, the calculated highest occupied orbital energy values are -0.2385, -0.4124 Ha.
For each record above, in turn, the calculated max |F| values are 5.1, 4.6 eV/Å.
For each record above, in turn, the calculated molecular weight values are 840.8, 893.1 g/mol.